Formula: C28H28AlN2Si
Source: OMol25
Level of theory: ωB97M-V/def2-TZVPD

Cartesian coordinates (Å):
H  -2.389  1.348  -1.296
C  2.591  -0.437  2.449
H  -1.327  -4.378  -1.686
H  0.306  1.219  -4.685
H  1.280  2.589  4.149
C  -1.194  2.597  1.866
H  -1.339  -3.735  -0.009
C  -2.957  -1.651  4.481
H  -1.398  2.560  4.085
C  -3.261  1.735  -3.241
H  3.000  0.127  1.606
H  3.477  -2.259  5.198
C  -3.011  1.868  -4.610
H  0.720  1.815  -1.369
Si  0.335  0.393  -1.630
H  2.231  -2.785  -4.865
C  -0.783  -1.107  3.591
C  -0.749  2.506  3.210
C  2.341  -1.746  -4.539
C  3.346  -0.917  -5.049
H  -0.078  -3.280  -1.206
C  0.666  -1.151  3.594
H  0.035  3.183  0.021
C  3.534  0.374  -4.545
C  2.848  -1.788  4.434
C  2.720  0.833  -3.493
C  -0.984  0.959  -2.929
N  1.236  -0.434  2.579
N  -1.322  -0.356  2.576
H  2.174  2.792  1.600
H  -4.248  1.965  -2.825
C  -3.525  -0.899  3.441
H  -1.552  1.809  -6.198
C  -0.018  2.762  1.034
H  -2.208  2.839  1.523
C  1.530  -1.289  -3.499
H  2.914  1.842  -3.092
H  -4.608  -0.811  3.347
C  3.409  -1.099  3.352
H  -3.593  -2.142  5.227
H  0.964  -2.351  5.340
H  4.379  0.980  -4.906
H  -1.083  -2.363  5.335
C  -0.709  1.246  -4.290
H  4.492  -1.052  3.243
Al  0.051  0.576  1.312
H  0.760  -1.962  -3.112
C  0.655  2.522  3.249
H  -3.833  2.142  -5.274
H  -1.733  -2.678  -1.387
C  -1.743  1.653  -5.138
C  -2.683  -0.280  2.523
C  1.145  2.569  1.904
C  -2.235  1.320  -2.394
C  -1.573  -1.773  4.549
C  -1.140  -3.549  -1.069
H  -3.100  0.310  1.704
H  4.068  -1.338  -5.759
C  1.458  -1.828  4.523
C  1.712  0.004  -2.950

net charge	+1
calculated total energy	-46938.7591	eV
HOMO level	-10.310	eV
energy relative to the best compared isomer or geometry (same formula, charge and spin)	0.000	eV
HOMO-LUMO gap	0.2093	hartree

Partial charges, natural (NBO), in e:
1. H 0.19
2. C 0.10
3. H 0.22
4. H 0.23
5. H 0.24
6. C -0.39
7. H 0.20
8. C -0.11
9. H 0.24
10. C -0.22
11. H 0.24
12. H 0.25
13. C -0.21
14. H -0.21
15. Si 0.75
16. H 0.22
17. C 0.19
18. C -0.29
19. C -0.20
20. C -0.21
21. H 0.21
22. C 0.18
23. H 0.29
24. C -0.21
25. C -0.10
26. C -0.26
27. C -0.31
28. N -0.61
29. N -0.59
30. H 0.26
31. H 0.21
32. C -0.23
33. H 0.22
34. C -0.40
35. H 0.25
36. C -0.26
37. H 0.22
38. H 0.26
39. C -0.23
40. H 0.25
41. H 0.24
42. H 0.22
43. H 0.24
44. C -0.24
45. H 0.25
46. Al 1.44
47. H 0.20
48. C -0.27
49. H 0.22
50. H 0.22
51. C -0.20
52. C 0.10
53. C -0.45
54. C -0.26
55. C -0.20
56. C -0.85
57. H 0.23
58. H 0.22
59. C -0.20
60. C -0.33

---

Formula: C56H132N6O14
Source: OMol25
Level of theory: ωB97M-V/def2-TZVPD

Cartesian coordinates (Å):
C  -4.375  -1.504  1.935
C  1.510  -0.447  4.987
H  -3.402  -6.751  -3.063
H  -4.282  2.192  -1.342
C  -3.734  0.921  1.455
H  3.536  -2.220  5.991
H  2.269  4.532  -3.091
H  -1.197  -6.435  -3.677
C  2.523  1.356  -1.841
H  -0.250  -5.823  -2.323
H  3.521  3.276  -0.167
H  -6.495  0.041  3.421
H  -0.948  -4.579  -0.308
H  -4.941  -5.864  -2.815
H  1.987  0.968  -2.708
C  3.913  3.082  -1.165
H  0.471  0.136  0.301
C  3.572  6.197  -0.415
H  -5.710  4.872  1.187
C  -1.802  3.154  -2.017
H  0.770  2.822  2.101
C  6.937  -2.709  1.824
C  -6.027  0.521  2.561
O  1.115  -3.599  3.756
H  -0.095  -5.249  -4.113
C  -1.987  -4.663  0.010
O  0.389  -0.541  -6.721
H  3.423  7.535  -2.755
H  -4.736  4.600  -0.279
C  -2.439  -0.003  3.968
C  3.058  -3.475  1.068
H  4.889  -1.758  1.636
H  6.913  -2.900  2.897
H  -0.741  3.224  -2.260
C  -1.006  1.338  -4.577
H  -4.493  -3.668  -1.267
H  -2.151  -0.262  4.987
C  -0.101  4.721  1.723
H  2.415  -4.313  1.338
H  2.789  1.561  2.131
H  -6.056  -2.287  3.068
C  -3.945  0.273  3.862
H  4.681  0.250  3.541
H  -0.940  -2.843  2.546
H  4.162  -3.441  3.508
H  -4.588  -0.429  4.394
H  -2.750  2.972  1.273
N  4.550  -3.842  1.433
H  7.535  -1.802  1.730
H  1.393  0.299  6.986
C  -0.891  -0.759  -1.003
H  -0.045  2.885  0.481
H  3.683  -1.081  3.518
H  3.811  5.318  -4.514
H  3.402  0.195  6.977
H  1.728  -3.153  -0.657
C  -2.443  1.760  -4.090
H  -2.256  5.162  -3.586
H  1.906  0.136  2.110
H  -1.183  -3.680  -2.412
H  -4.525  3.247  -4.219
C  -3.876  -3.439  -2.136
H  4.668  2.300  -1.091
H  -3.130  -2.710  -1.821
H  3.544  0.175  1.346
H  0.442  -2.415  -4.343
H  3.715  2.364  4.654
H  5.025  -1.910  5.273
H  -6.666  0.084  -3.183
O  -0.240  -1.227  -1.993
C  -0.212  -0.713  0.327
H  1.113  -0.377  3.974
H  2.457  2.225  5.927
O  -4.075  -2.901  -4.477
C  -2.785  4.455  -5.715
N  -4.522  0.009  2.443
H  -4.473  -2.527  3.820
H  -4.835  -1.569  0.949
H  5.703  7.039  -0.420
H  5.582  4.600  -1.384
C  4.546  -4.282  2.930
H  2.890  5.614  0.205
H  3.884  -2.526  -2.759
H  -2.759  1.147  -3.246
H  2.935  7.079  -0.473
H  1.706  -1.518  5.050
C  3.876  -0.075  6.033
H  -1.995  -0.806  3.379
H  3.089  -4.066  -1.130
H  5.289  5.535  0.494
H  4.594  -6.757  -0.291
O  -0.666  5.417  0.826
H  -0.917  -0.616  1.152
H  -2.698  0.584  1.445
H  -4.182  1.257  4.267
O  -0.039  -5.397  4.108
H  -1.956  -4.257  3.008
O  -4.866  3.061  1.115
C  -1.171  -3.570  3.324
H  -1.796  0.831  3.688
H  5.399  6.130  -4.569
H  2.052  -2.691  -5.087
H  -3.307  -1.689  1.818
H  -0.795  1.611  -5.611
H  1.541  6.048  -2.578
C  4.341  6.253  -4.338
C  -4.777  4.460  0.801
H  -6.546  0.097  1.701
O  -0.195  1.169  5.805
C  1.265  -1.962  -4.896
N  -2.569  3.160  -3.388
C  -2.834  -5.561  -0.885
H  2.185  -2.131  -2.544
H  7.433  -3.613  1.470
H  -2.016  -4.059  -4.000
H  -2.176  2.298  -1.455
H  -3.725  2.779  2.703
C  3.619  0.007  3.502
H  6.120  -5.286  0.937
H  1.639  -0.991  -4.573
H  4.989  7.148  1.118
C  -4.999  -2.464  2.867
H  -1.004  4.181  -4.366
H  -1.835  -5.042  1.021
O  0.036  5.050  2.909
H  5.576  -2.219  0.195
H  5.251  -4.571  -0.361
H  -5.547  -3.577  -3.440
H  4.836  4.141  -2.864
C  -4.921  2.521  -2.162
C  4.611  4.367  -1.822
N  3.629  5.612  -1.854
H  -5.661  3.092  -1.602
C  5.113  -5.006  0.629
H  -2.222  -6.431  -1.119
C  -4.134  3.383  -3.211
H  -0.224  1.723  -3.923
H  -2.770  3.486  -6.213
C  -3.661  2.508  1.649
O  2.910  2.608  -2.068
H  1.438  3.601  0.574
O  -2.079  -0.473  -1.033
C  2.788  -3.279  -0.438
H  -4.250  0.645  0.535
H  -0.649  1.826  7.701
H  -1.716  2.394  6.378
H  -2.441  -1.975  -3.708
H  -6.140  1.591  2.389
N  -3.065  -4.826  -2.319
H  3.513  -0.890  -2.565
C  5.500  -2.562  1.226
C  -1.694  -4.423  -3.024
H  -4.902  -3.503  2.553
H  5.513  -4.531  3.367
H  -2.321  -2.408  -5.424
H  0.350  -1.614  0.574
H  -1.595  -3.133  4.228
H  -4.345  4.398  -2.874
H  1.951  2.152  4.249
H  -2.134  4.089  -1.566
C  2.936  0.483  2.196
C  -0.717  -5.546  -3.268
C  4.354  -1.500  6.028
H  -7.385  1.404  -2.304
H  -3.263  -0.967  -4.936
H  -6.228  0.302  -1.472
C  0.065  -4.260  3.754
H  -3.758  4.945  -5.677
C  3.195  -1.875  -2.222
H  3.135  -6.089  0.349
N  2.889  0.353  4.832
H  4.643  0.700  6.019
H  1.718  4.772  -1.368
H  3.963  6.998  -5.038
H  -2.202  5.098  -6.375
C  0.644  0.085  6.224
C  4.177  -6.286  0.599
H  -3.898  -5.348  -4.166
C  -2.080  4.334  -4.272
C  2.765  1.906  4.931
C  -4.779  -2.812  -3.321
H  -0.875  0.255  -4.571
O  3.373  -2.114  -0.807
H  2.767  -2.689  1.764
C  2.171  5.221  -2.252
O  -0.065  -2.505  -6.894
H  3.805  -5.081  2.956
C  -3.914  -5.794  -3.171
H  0.050  -0.747  6.602
H  1.707  1.424  -1.121
H  -3.952  5.052  1.198
H  -5.216  -1.820  -3.207
C  4.970  6.539  0.214
C  -1.173  1.543  6.788
H  -1.895  0.733  6.895
C  0.492  -1.662  -6.236
C  -2.971  -1.981  -4.660
C  -6.471  0.818  -2.401
H  5.103  7.115  -2.467
H  -3.177  1.686  -4.892
H  3.270  0.670  -1.442
C  0.571  3.414  1.208
H  4.163  -7.012  1.412
H  4.767  -1.638  7.027
O  -5.402  1.502  -2.936
C  4.153  6.730  -2.839
H  -3.799  -5.852  -0.469
H  -2.485  -3.707  0.176

net charge	+2
calculated total energy	-97790.4803	eV
HOMO level	-8.440	eV
HOMO-LUMO gap	0.1720	hartree

Atomic partial charges in e from the Löwdin method, atoms 1 to 99:
1. C -0.13
2. C 0.00
3. H 0.09
4. H 0.10
5. C -0.06
6. H 0.08
7. H 0.09
8. H 0.08
9. C -0.14
10. H 0.07
11. H 0.11
12. H 0.10
13. H 0.08
14. H 0.10
15. H 0.10
16. C -0.14
17. H 0.05
18. C -0.14
19. H 0.10
20. C 0.05
21. H 0.04
22. C -0.05
23. C 0.06
24. O -0.09
25. H 0.10
26. C -0.07
27. O -0.08
28. H 0.12
29. H 0.06
30. C -0.05
31. C -0.04
32. H 0.08
33. H 0.06
34. H 0.09
35. C -0.03
36. H 0.11
37. H 0.07
38. C -0.80
39. H 0.12
40. H 0.06
41. H 0.09
42. C -0.14
43. H 0.13
44. H 0.05
45. H 0.07
46. H 0.11
47. H 0.12
48. N -0.20
49. H 0.09
50. H 0.10
51. C -0.78
52. H 0.04
53. H 0.08
54. H 0.07
55. H 0.11
56. H 0.12
57. C -0.12
58. H 0.12
59. H 0.06
60. H 0.10
61. H 0.12
62. C -0.03
63. H 0.13
64. H 0.08
65. H 0.07
66. H 0.04
67. H 0.11
68. H 0.07
69. H 0.09
70. O -0.07
71. C -0.02
72. H 0.11
73. H 0.11
74. O -0.20
75. C -0.03
76. N -0.19
77. H 0.08
78. H 0.12
79. H 0.07
80. H 0.12
81. C 0.04
82. H 0.11
83. H 0.10
84. H 0.10
85. H 0.13
86. H 0.10
87. C -0.14
88. H 0.05
89. H 0.13
90. H 0.06
91. H 0.08
92. O -0.12
93. H 0.04
94. H 0.09
95. H 0.13
96. O 0.01
97. H 0.06
98. O -0.23
99. C -0.05